Record 1
{"formula": "C20H37N3OPRu", "method": "ωB97M-V/def2-TZVPD", "elements": ["C", "H", "O", "N", "H", "H", "H", "H", "H", "H", "N", "H", "H", "C", "H", "H", "H", "H", "C", "C", "C", "H", "C", "H", "P", "C", "N", "C", "H", "C", "H", "H", "H", "H", "H", "H", "H", "C", "H", "H", "H", "C", "C", "C", "H", "H", "Ru", "H", "C", "H", "C", "C", "C", "H", "H", "H", "H", "C", "C", "C", "H", "H", "H"], "coordinates": [[1.81009, 0.81886, -0.58748], [2.53653, -2.35718, -1.43304], [-0.75220, -0.08781, 1.31001], [-1.50276, 0.28252, 3.76623], [0.73159, -3.57965, -1.61057], [2.16633, -0.73735, -3.55089], [0.30501, 1.85937, -5.71206], [-0.71155, -2.95776, 0.60809], [0.65098, 2.86801, 4.23041], [-0.14463, 2.00042, -4.00423], [1.14715, -0.04123, 3.12038], [-2.11587, 0.62305, -4.21396], [1.68641, 1.67637, 0.06924], [-1.28412, 0.52281, 5.18944], [-3.32612, -0.63585, 4.16876], [-0.50039, -2.45490, -3.73406], [0.94680, -1.98846, 2.30401], [-0.47939, -0.11039, 5.60152], [2.10260, 0.73617, 3.89519], [-0.14951, 0.00346, -4.74046], [1.30852, -1.49362, 3.21487], [-1.83839, 2.71692, 1.22695], [-1.62110, -0.05975, -4.91251], [-2.21801, 0.25772, 5.70416], [-0.32886, 0.55336, 2.58401], [2.13628, -0.50168, -0.19950], [-0.09441, 2.20066, 2.34719], [-2.45010, -0.80538, 3.52633], [-0.40264, 2.27491, 0.25194], [1.68240, 0.85714, -2.00282], [0.78134, -1.90838, 4.09101], [1.46479, 1.38778, -4.48365], [-0.45571, 3.83883, 1.11014], [-2.56264, -0.91730, -2.78888], [-1.91518, 0.24135, -5.93065], [1.75154, 0.92215, 4.92466], [1.70071, -0.97355, -5.28157], [0.63422, -0.99808, -5.52472], [1.48344, 1.74222, -2.59727], [-2.01732, -1.78858, 3.78796], [2.38064, -1.70765, 3.32774], [-0.09863, 3.12893, 3.47569], [-0.74072, 2.78255, 1.16222], [-0.09726, -2.88375, -1.55209], [0.55629, -0.78837, -6.60527], [0.27066, -2.01928, -5.37280], [0.20203, -0.80040, -1.65457], [-2.76585, -0.81514, 2.47930], [-0.73538, -2.26037, -2.69671], [-2.00717, -1.07101, -4.76511], [-1.86442, -1.49067, -2.19078], [-1.94048, -1.70342, -0.78343], [0.39957, 1.38084, -4.72550], [0.15204, 4.11800, 3.07442], [-2.69056, -1.25733, -0.13708], [2.32616, -0.83429, 0.81729], [-1.09125, 3.19394, 3.94526], [-0.88806, -2.57278, -0.39176], [2.20629, -1.32789, -1.37427], [1.97982, -0.46868, -2.51974], [3.02939, 0.14987, 3.95517], [2.32821, 1.68512, 3.39714], [-1.06716, 1.57461, 5.41073]], "forces_ev_per_angstrom": [[0.020, -1.019, -0.117], [0.017, 0.274, 0.109], [0.047, 0.045, 0.226], [0.119, 0.226, -0.499], [-0.298, 0.102, 0.069], [-0.047, 0.124, 0.335], [-0.114, -0.057, 0.023], [0.013, 0.321, -0.234], [-0.247, 0.014, -0.148], [0.112, 0.107, -0.137], [-0.122, 0.229, -0.413], [-0.111, -0.053, -0.156], [-0.115, -0.359, -0.023], [0.152, -0.107, 0.149], [0.173, -0.103, -0.278], [-0.076, 0.043, 0.303], [-0.030, 0.158, 0.236], [-0.180, 0.161, -0.014], [0.105, -0.020, 0.185], [0.006, 0.169, -1.416], [-0.231, 0.055, 0.270], [0.216, 0.086, -0.139], [-0.348, -0.126, 0.175], [0.354, 0.177, -0.016], [-0.013, -0.031, -0.085], [0.630, 0.136, 0.568], [0.331, -0.267, 0.238], [-0.143, -0.189, 0.023], [-0.232, 0.108, 0.239], [0.909, -0.247, -0.230], [0.168, -0.065, -0.243], [-0.090, 0.099, -0.193], [-0.036, -0.223, -0.042], [0.233, -0.154, 0.280], [0.087, 0.045, 0.073], [0.241, 0.044, -0.210], [-0.119, -0.045, -0.226], [0.126, -0.160, 0.005], [0.055, -0.335, 0.351], [-0.204, 0.202, -0.107], [-0.321, -0.027, -0.060], [-0.112, 0.208, 0.021], [-0.202, -0.245, 0.009], [-1.130, -0.627, -0.139], [-0.025, -0.025, 0.151], [0.105, 0.095, -0.203], [-2.188, 2.626, 2.081], [0.106, -0.024, 0.270], [-1.383, -1.069, -0.472], [-0.065, 0.099, -0.150], [0.210, -1.079, -0.184], [0.844, -0.506, -0.134], [0.245, 0.227, 0.205], [0.019, -0.162, 0.276], [0.389, -0.049, -0.035], [-0.243, 0.122, -0.300], [0.176, 0.071, -0.028], [-0.549, -0.375, 0.241], [1.159, 0.754, -0.021], [1.838, 0.806, -0.551], [-0.172, 0.291, 0.032], [-0.082, -0.163, 0.142], [0.023, -0.312, -0.083]], "s_squared": 6.029, "relative_energy_kcal_mol": 10.87, "total_charge": 1, "gap_ev": [6.41, 6.18], "homo_ha": [-0.3531, -0.4070], "multiplicity": 5}

Record 2
{"formula": "C20H37N4O9Y", "method": "ωB97M-V/def2-TZVPD", "elements": ["H", "H", "C", "H", "H", "H", "O", "H", "C", "C", "H", "H", "N", "C", "C", "C", "H", "H", "H", "H", "O", "C", "H", "H", "H", "H", "C", "C", "C", "H", "C", "H", "C", "H", "N", "H", "O", "O", "H", "C", "O", "H", "O", "C", "H", "H", "C", "C", "H", "C", "C", "O", "H", "H", "H", "N", "Y", "H", "H", "O", "N", "H", "H", "H", "C", "H", "H", "H", "C", "O", "H"], "coordinates": [[-22.26539, 27.60769, 20.30756], [-29.03305, 27.97005, 24.48431], [-26.88128, 25.86179, 13.79533], [-22.58323, 25.63124, 20.63513], [-26.11802, 23.12694, 16.49227], [-25.64236, 25.35601, 16.44451], [-30.10787, 27.08824, 20.92671], [-26.47270, 26.83992, 13.54150], [-26.21953, 26.20987, 16.08969], [-27.31021, 30.77084, 20.72358], [-32.43675, 27.20698, 23.45457], [-22.11671, 24.57748, 19.38758], [-27.30305, 26.05110, 15.15936], [-22.92283, 25.25447, 19.67034], [-26.60875, 23.29457, 17.45101], [-26.88744, 30.69019, 21.96176], [-22.56814, 27.18828, 16.74217], [-26.46308, 27.33398, 21.80431], [-31.55080, 26.02190, 22.73160], [-27.19601, 31.16701, 23.80074], [-29.18665, 26.12067, 16.60047], [-22.74854, 26.29100, 17.35416], [-25.94247, 25.72003, 21.47724], [-29.03755, 28.64665, 21.67581], [-26.53083, 27.75925, 19.34076], [-29.22172, 29.49082, 23.63553], [-22.71135, 27.72067, 19.31941], [-29.76918, 28.63825, 24.03741], [-26.54115, 30.61130, 19.57846], [-23.51238, 30.17987, 21.29160], [-25.46729, 30.40889, 22.40360], [-24.82959, 27.07530, 21.13052], [-29.76102, 27.83031, 21.82538], [-26.80076, 20.52212, 16.86803], [-30.35062, 27.74469, 23.05654], [-26.98593, 24.25162, 17.81141], [-25.07505, 30.27395, 23.60139], [-29.42287, 23.72156, 17.86426], [-24.83447, 30.56877, 18.12399], [-31.40429, 26.86002, 23.41290], [-24.31556, 30.31935, 18.89219], [-30.45767, 28.95670, 24.82014], [-27.69852, 30.89480, 23.02939], [-26.45835, 26.72220, 19.66844], [-28.33754, 30.97881, 20.46328], [-25.43248, 26.85205, 15.69441], [-25.09570, 30.38646, 19.92110], [-25.86748, 26.74302, 21.10852], [-26.37634, 20.63027, 18.54645], [-24.58089, 30.31768, 21.21605], [-28.94171, 22.59453, 17.86219], [-22.93208, 25.18156, 16.88234], [-25.80711, 23.06247, 18.15215], [-31.16841, 26.30138, 24.31865], [-29.24156, 25.82400, 14.57391], [-27.62769, 22.32026, 17.79711], [-29.88301, 25.99994, 18.87327], [-26.03166, 25.18421, 13.71087], [-25.65640, 26.34621, 19.03314], [-27.64840, 25.99467, 19.50799], [-22.76253, 26.38885, 18.73415], [-27.99366, 20.23514, 18.07807], [-27.65499, 25.47318, 13.13318], [-26.73225, 26.69719, 16.91899], [-28.63913, 26.06011, 15.46472], [-23.85348, 24.69905, 19.55411], [-22.19769, 28.43087, 18.67143], [-29.55849, 21.72735, 18.14464], [-27.15694, 20.88850, 17.83084], [-26.96579, 30.66589, 18.47694], [-23.74680, 28.03655, 19.44654]], "forces_ev_per_angstrom": [[0.276, 0.557, -0.135], [0.283, 0.514, 0.793], [0.608, 0.417, -0.672], [-0.938, -0.223, 0.201], [-0.756, 0.456, -0.387], [-0.634, -0.472, -0.385], [-0.891, -2.333, -4.030], [-0.238, -0.047, -0.918], [-0.205, 1.333, 1.341], [-3.123, 0.174, 0.188], [0.327, 1.082, 0.341], [-0.164, -0.486, -0.016], [-2.545, -1.295, 0.676], [1.814, 0.279, -1.744], [0.334, -0.446, 2.051], [0.359, 0.428, 3.833], [0.039, 0.115, 0.437], [-0.023, 0.290, -0.062], [0.677, 0.183, -0.617], [0.613, -0.219, 0.384], [0.081, 0.918, 0.543], [-0.301, -2.167, 2.385], [0.334, -0.100, 0.119], [-0.029, -0.382, 0.227], [-0.516, 0.355, -0.139], [-0.444, -0.173, -0.301], [-0.722, -0.646, 0.176], [0.806, -0.804, 1.446], [2.350, -0.507, 2.454], [0.033, 0.017, 0.341], [2.800, -0.645, 0.695], [-0.154, 0.008, -0.066], [-1.595, 0.983, 4.052], [-0.004, 0.528, -0.236], [1.347, 2.065, -3.284], [0.182, 0.301, -0.942], [-2.133, 0.694, -3.847], [-1.214, 2.716, 0.450], [-0.264, 0.025, -0.751], [-0.859, -2.348, 0.033], [1.378, -0.099, -1.029], [-0.195, -0.062, -0.351], [-0.760, 0.016, -1.315], [0.890, 0.562, 0.715], [-0.363, 0.242, 0.548], [-0.357, 0.374, -0.268], [0.626, 0.257, 2.715], [-1.085, -0.761, -0.467], [0.004, 0.886, 0.237], [-1.160, -0.140, -1.354], [1.991, -1.856, 1.546], [-0.223, 0.091, -1.145], [0.296, 0.155, 0.115], [0.054, 0.550, 0.399], [-0.038, 0.454, 0.290], [-0.490, -1.859, -0.934], [5.630, -0.981, -0.117], [-0.108, -0.237, 0.431], [-0.008, -0.566, -0.271], [-3.135, 0.147, -0.834], [0.122, 1.548, -1.086], [-0.149, 0.197, 0.051], [-0.085, 0.468, 0.087], [0.740, 0.029, 0.522], [2.115, -1.168, -0.379], [-0.173, 0.397, 0.489], [0.116, -0.090, 0.238], [0.064, 0.045, -0.482], [-0.969, -0.197, -0.225], [-0.348, -0.025, -2.975], [0.109, 0.475, 0.217]], "total_charge": 2, "gap_ev": 5.99, "homo_ha": -0.4830, "multiplicity": 1}

Record 3
{"formula": "C20H37N6", "method": "ωB97M-V/def2-TZVPD", "elements": ["C", "H", "H", "H", "H", "C", "H", "C", "H", "C", "C", "C", "C", "H", "C", "H", "H", "H", "H", "H", "H", "C", "H", "H", "H", "C", "C", "H", "H", "C", "C", "N", "H", "C", "H", "H", "H", "H", "C", "H", "H", "H", "N", "H", "C", "H", "H", "H", "C", "H", "N", "C", "H", "C", "H", "N", "N", "C", "H", "N", "H", "H", "H"], "coordinates": [[4.44287, 0.85176, -1.04141], [5.27974, 0.30992, -1.47759], [-1.05792, -1.63174, 1.03016], [-3.66616, -3.27647, 0.14316], [-3.38411, 2.04914, -1.52659], [-1.35985, -2.22610, -1.01241], [1.98647, -3.08477, 1.60189], [-1.68625, -3.67113, -0.63371], [4.90032, -0.25169, 0.79594], [-0.42420, -0.05292, -0.20587], [2.38131, -0.94488, 1.65496], [-3.63282, 1.04334, -1.18280], [-5.12614, 0.95156, -0.88495], [-6.57423, 1.83727, 0.44048], [3.05621, -1.72389, -0.51156], [4.61125, 2.88470, -1.81638], [-3.36050, 0.33781, -1.97227], [3.63685, -2.46435, 0.04297], [2.06334, 0.04847, -0.12616], [3.22372, -1.21591, 2.29494], [-0.77367, -4.16899, -0.30503], [4.08936, 0.35016, 0.37390], [-5.32096, 2.94877, -0.11117], [3.60210, -1.47319, -1.41900], [-5.37684, -0.06710, -0.57925], [1.66570, -2.25692, -0.88504], [3.86575, 1.62802, 1.20779], [-4.95903, 2.36463, 2.26224], [-2.04550, -4.18290, -1.52716], [-0.52398, -1.52175, 0.07797], [-2.82947, 0.75063, 0.08680], [0.68876, 0.59885, -0.49884], [2.99406, 1.57769, 1.85363], [-3.20524, 1.73959, 1.19250], [2.74448, 2.81530, -0.21768], [4.73636, 1.79009, 1.84288], [-2.98590, -4.82128, 0.63789], [-2.41408, -3.34252, 1.39003], [-2.75084, -3.77746, 0.45149], [-2.28983, -1.67988, -1.17174], [5.76416, 2.49210, -0.53589], [3.99528, 3.73016, 0.63418], [2.88484, -0.52292, 0.32760], [3.57621, 0.74842, -1.69607], [4.74199, 2.34297, -0.88343], [-3.01805, -0.27278, 0.42799], [-5.68768, 1.17505, -1.79203], [1.85312, -0.10846, 2.11240], [-5.51006, 1.92713, 0.22276], [1.76587, -3.29623, -1.22286], [0.36571, 1.87886, -0.66226], [3.75355, 2.76647, 0.19404], [-2.63066, 1.52238, 2.09667], [1.42092, -2.15278, 1.50259], [1.27256, -1.66982, -1.71696], [0.74488, -2.19294, 0.23734], [-1.41694, 0.86297, -0.19727], [-4.69998, 1.64657, 1.48423], [0.68989, -2.13335, 2.31128], [-0.86904, 2.04397, -0.49217], [-0.80714, -2.21286, -1.95230], [-2.95237, 2.74823, 0.86174], [-4.93861, 0.64805, 1.85820]], "forces_ev_per_angstrom": [[0.238, 0.080, -0.021], [-0.075, -0.108, -0.083], [0.037, 0.019, -0.073], [-0.131, 0.061, 0.011], [0.068, 0.007, -0.020], [0.055, -0.258, 0.253], [-0.008, 0.066, 0.130], [-0.154, 0.158, -0.031], [-0.135, -0.034, -0.020], [-0.228, 0.561, 0.062], [-0.357, -0.274, 0.476], [-0.134, -0.337, 0.065], [0.055, 0.286, -0.051], [-0.037, 0.087, -0.018], [-0.098, -0.370, -0.360], [0.080, 0.023, -0.068], [0.077, 0.044, -0.014], [0.032, 0.101, 0.011], [0.452, -0.312, 0.233], [0.039, 0.094, -0.054], [0.033, -0.073, -0.089], [0.403, 0.171, 0.051], [-0.039, 0.088, -0.020], [0.012, 0.034, 0.103], [-0.062, -0.077, -0.024], [-0.009, -0.260, -0.201], [-0.135, 0.127, 0.004], [-0.007, -0.064, 0.075], [0.072, -0.051, -0.022], [-0.306, -0.392, -0.133], [-0.716, 0.458, -0.018], [-0.539, -0.631, 0.051], [-0.004, -0.046, 0.143], [-0.122, -0.269, 0.171], [-0.031, 0.047, -0.012], [-0.009, -0.051, 0.046], [-0.077, -0.074, 0.102], [-0.024, 0.043, 0.161], [0.190, -0.051, -0.156], [-0.021, 0.097, -0.088], [0.078, 0.028, -0.011], [-0.068, 0.077, 0.034], [-0.104, 0.137, -0.118], [-0.064, -0.088, -0.082], [-0.165, -0.008, 0.007], [0.100, 0.059, -0.046], [-0.028, -0.094, -0.022], [0.113, 0.012, -0.101], [-0.088, -0.305, 0.106], [0.100, 0.119, -0.116], [0.701, 0.638, -0.259], [0.162, -0.004, 0.014], [0.074, 0.042, -0.031], [0.208, 0.017, 0.177], [0.066, -0.071, 0.004], [-0.044, 0.326, 0.047], [1.475, -0.936, -0.108], [0.044, 0.242, -0.131], [0.064, -0.029, 0.011], [-1.010, 0.817, 0.017], [0.004, 0.147, -0.054], [0.048, -0.006, 0.008], [-0.048, -0.041, 0.078]], "relative_energy_kcal_mol": 0.00, "total_charge": 1, "smiles": "CCC[C@H](c1nnnn1C1CCCCC1)N1CC[NH+](C2CCCC2)CC1", "gap_ev": 10.05, "homo_ha": -0.4438, "multiplicity": 1}